No. 1
19
Properties=species:S:1:pos:R:3:forces:R:3:mulliken_charge:R:1 method="wB97M-V/def2-TZVPD" gap_ev=10.56 e_lumo_ha=0.0094 mol_weight_g_mol=160.1 multiplicity=1 energy_ha=-605.65392 de_lowest_ev=4.491 homo_energy_ev=-10.30
C -0.8146 -1.7852 0.8354 1.086 -1.319 -0.581 -1.229
C -0.4831 -0.5563 0.0173 -0.492 0.861 -1.370 0.304
C -0.9944 -0.7257 -1.3960 -1.011 0.406 -1.820 -0.234
O -1.5972 0.1602 -1.9734 0.675 -1.000 0.488 -0.461
N -1.2011 0.6077 0.4614 1.569 -1.667 0.079 -0.134
C -0.7787 1.6301 1.1310 2.283 0.080 3.843 0.529
O -1.4933 2.4930 1.5459 -1.159 1.687 -0.319 -0.613
C 0.6640 1.6074 1.8003 -2.452 3.809 -1.126 -0.854
N 1.4066 2.5498 0.8825 -1.128 0.264 2.549 1.028
O 1.2552 3.7223 0.9965 -0.838 1.950 1.008 -0.552
O 2.0816 2.0788 0.0629 2.808 -2.919 -3.542 -0.593
H -1.8314 -1.5632 1.1428 -0.022 -0.707 0.651 0.385
H -0.0564 -1.8550 1.6308 -0.838 -0.106 0.215 0.276
H -0.7568 -2.7959 0.2631 -0.173 1.884 0.733 0.361
H 0.5447 -0.2067 -0.0413 0.472 -0.718 -0.015 0.498
H -0.9303 -1.7164 -1.9066 0.419 0.244 0.427 0.345
H -2.0859 0.8043 0.1530 -2.765 -0.101 -1.306 0.221
H 0.5015 2.1886 2.7025 0.072 -0.264 0.115 0.307
H 1.1493 0.7280 1.9600 1.492 -2.384 -0.030 0.416

---

No. 2
16
Properties=species:S:1:pos:R:3:forces:R:3:mulliken_charge:R:1 method="wB97M-V/def2-TZVPD" gap_ev=9.63 e_lumo_ha=0.0293 mol_weight_g_mol=128.2 multiplicity=1 energy_ha=-702.92365 de_lowest_ev=2.894 homo_energy_ev=-8.84
C -0.9779 1.3617 0.2081 -0.976 -0.545 0.313 -0.224
C -1.9656 0.4481 0.2254 0.000 0.253 0.063 -0.383
S -1.8253 -1.1470 -0.6093 0.230 0.280 0.309 -0.171
C -0.5408 -2.0712 0.2819 0.697 0.248 0.635 -0.087
N 0.7309 -2.0477 0.2164 -0.145 1.461 -0.857 -0.540
N 1.3379 -0.9922 -0.5668 -1.762 -1.405 0.046 -0.186
C 1.3398 0.2981 0.0644 0.208 0.999 1.255 -0.484
C 0.3034 1.3008 -0.5437 -0.173 -0.835 -1.297 -0.762
H -1.1127 2.2265 0.8490 -0.197 0.175 -0.112 0.321
H -2.9594 0.6678 0.7014 1.249 -0.439 -0.321 0.369
H -0.8263 -2.8036 1.0299 -0.772 -0.187 -0.331 0.445
H 2.2377 -1.3459 -0.7370 1.336 -0.103 -0.123 0.261
H 2.3491 0.7211 0.0097 -0.119 -0.053 -0.265 0.370
H 1.1740 0.1477 1.1625 -0.094 0.333 -0.744 0.364
H 0.6258 2.3422 -0.7123 0.475 -0.543 0.424 0.364
H 0.1096 0.8936 -1.5795 0.043 0.360 1.007 0.344

---

No. 3
16
Properties=species:S:1:pos:R:3:forces:R:3:mulliken_charge:R:1 method="wB97M-V/def2-TZVPD" gap_ev=8.38 e_lumo_ha=-0.0212 mol_weight_g_mol=128.2 multiplicity=1 energy_ha=-702.94181 de_lowest_ev=2.400 homo_energy_ev=-8.95
H 1.9160 -2.2568 0.0904 -1.217 -1.252 0.338 0.232
N 2.4873 -1.4957 -0.1480 1.047 1.354 0.392 -0.663
C 1.9461 -0.3506 -0.0590 0.314 1.958 -2.279 0.157
N 0.6148 0.0179 0.1321 0.783 0.200 -0.868 0.020
C 0.0218 1.3076 -0.4602 0.114 -1.126 1.274 -0.611
C -1.3385 1.2421 0.3188 -0.599 0.137 0.212 -0.401
C -1.6173 -0.3014 0.0771 -1.984 1.439 1.625 -0.120
S -2.9888 -1.0702 -0.2174 -0.728 0.397 -0.315 -0.264
C -0.4126 -1.0670 0.2594 4.077 -0.287 0.325 -0.422
H 2.6087 0.5404 -0.4248 -1.197 -1.350 1.051 0.277
H 0.6848 2.1664 -0.1917 -0.639 -0.732 -0.346 0.369
H -0.1536 1.2215 -1.5582 0.303 0.148 0.685 0.266
H -2.2358 1.9096 -0.0381 1.924 -1.349 0.576 0.321
H -1.0927 1.4737 1.4577 -0.714 -0.715 -2.321 0.222
H -0.1548 -1.4641 1.3270 -1.292 0.085 -1.850 0.284
H -0.2853 -1.8733 -0.5651 -0.193 1.092 1.501 0.332

---

No. 4
16
Properties=species:S:1:pos:R:3:forces:R:3:mulliken_charge:R:1 method="wB97M-V/def2-TZVPD" gap_ev=9.12 e_lumo_ha=0.0291 mol_weight_g_mol=128.2 multiplicity=1 energy_ha=-702.77873 de_lowest_ev=6.838 homo_energy_ev=-8.33
C 1.3780 -0.2447 -1.6958 -2.805 -0.878 -2.356 -0.832
C -0.4334 0.9328 -0.3971 1.063 0.241 -1.529 -0.742
C -0.8889 0.9075 1.0465 0.844 2.348 -1.008 -0.007
C -1.1276 -0.5409 1.2596 -3.972 1.493 -2.011 -0.016
C 0.0377 -1.1350 1.6068 6.114 -3.655 1.659 -0.304
H 2.0435 0.4568 -1.2502 1.997 0.049 -0.836 0.388
H 0.6943 0.4102 -2.4813 1.819 -1.800 1.829 0.227
H 1.7465 -1.3406 -2.4665 -0.960 3.547 3.245 0.256
H -1.1582 0.7448 -1.2056 -0.242 0.072 0.674 0.358
H 0.1189 1.8911 -0.8015 -0.556 -1.725 1.384 0.344
H -0.1289 1.5826 1.6296 -1.746 -1.952 -0.311 0.283
H -1.4150 -0.9344 0.2283 0.243 0.127 1.205 0.337
H 0.1747 -1.7949 2.5805 0.328 1.585 -2.245 0.319
N 0.4525 -0.3949 -0.5046 0.414 -0.074 -0.726 0.197
N 1.0208 -1.0288 0.6610 -3.583 0.435 0.900 -0.671
S -2.5149 0.4884 1.7903 1.041 0.188 0.126 -0.136

---

No. 5
16
Properties=species:S:1:pos:R:3:forces:R:3:mulliken_charge:R:1 method="wB97M-V/def2-TZVPD" gap_ev=9.03 e_lumo_ha=0.0297 mol_weight_g_mol=128.2 multiplicity=1 energy_ha=-703.00565 de_lowest_ev=0.663 homo_energy_ev=-8.22
H 1.2029 -3.1615 0.2538 0.194 -0.366 -0.206 0.229
N 0.6121 -2.5290 0.7706 -0.033 0.616 0.029 -0.655
C 0.5811 -1.3786 0.2284 -0.536 -0.128 0.330 0.042
N 1.1599 -0.9113 -0.9303 0.103 0.184 -0.061 -0.104
C 0.7170 0.3972 -1.2091 -0.094 -0.103 0.103 -0.804
C -0.0710 0.8684 -0.2461 0.064 0.355 0.031 0.316
C -0.6939 2.2279 -0.1321 0.039 -0.577 -1.270 -1.231
C -0.2081 -0.1960 0.8098 0.000 -0.475 -0.467 0.425
S -1.9567 -0.6437 1.1245 0.228 0.244 -0.093 -0.277
H 1.5148 -1.5170 -1.6423 0.099 -0.198 -0.100 0.228
H 1.0590 0.8796 -2.1125 -0.042 0.068 0.035 0.381
H -1.7807 2.1216 -0.0745 0.034 0.203 -0.069 0.309
H -0.4146 2.8423 -1.0131 -0.311 -0.298 0.515 0.331
H -0.3607 2.7254 0.7491 0.252 0.466 0.769 0.298
H 0.2719 0.0839 1.7374 0.002 0.211 0.363 0.339
H -1.6329 -1.8093 1.6865 0.002 -0.201 0.092 0.172

---

No. 6
17
Properties=species:S:1:pos:R:3:forces:R:3:mulliken_charge:R:1 method="wB97M-V/def2-TZVPD" gap_ev=8.43 e_lumo_ha=-0.1359 mol_weight_g_mol=126.1 multiplicity=1 energy_ha=-434.44323 de_lowest_ev=4.159 homo_energy_ev=-12.13 total_charge=+1
C 2.7210 0.2430 0.7681 0.493 0.418 0.849 -0.248
N 2.1831 0.3713 -0.3530 0.029 2.284 -0.483 -0.374
C 1.4496 -0.4322 -1.1993 3.585 -0.177 -1.606 -0.430
C 0.6132 -1.2000 -0.6237 -1.822 -1.702 -0.826 0.539
N -0.2679 -1.9119 -0.2033 -1.595 -0.548 1.548 -0.344
C -1.5213 -1.5559 0.3354 -1.830 -1.161 1.395 -0.231
O -2.0150 -0.1298 0.0096 -1.885 -1.746 -0.438 -0.342
C -1.2886 0.8674 0.1031 4.355 0.848 1.051 0.438
N -1.6545 2.0535 -0.3142 -2.742 -3.030 -0.343 -0.263
H 2.9092 -0.7062 1.3119 -0.283 0.301 -0.271 0.295
H 3.0497 1.2136 1.2349 0.009 -1.234 -0.253 0.279
H 1.8569 -0.5756 -2.2548 -1.217 0.588 1.387 0.330
H -2.4620 -2.1757 0.0320 2.163 1.066 -0.121 0.276
H -1.5224 -1.6788 1.4882 0.324 0.699 -1.828 0.318
H -0.2262 0.6487 0.5172 -1.716 1.255 -0.519 0.246
H -2.6236 2.0735 -0.6572 0.565 0.363 0.047 0.280
H -1.2012 2.8950 -0.1947 1.569 1.777 0.410 0.228

---

No. 7
17
Properties=species:S:1:pos:R:3:forces:R:3:mulliken_charge:R:1 method="wB97M-V/def2-TZVPD" gap_ev=9.26 e_lumo_ha=-0.1547 mol_weight_g_mol=126.1 multiplicity=1 energy_ha=-434.58004 de_lowest_ev=0.437 homo_energy_ev=-13.47 total_charge=+1
N -1.9756 0.8240 0.6792 -0.215 -0.172 0.014 -0.341
C -0.9627 0.2411 0.0932 1.680 0.344 -0.523 0.671
C 0.4738 0.6787 0.3869 0.583 -0.021 0.014 -0.886
C 1.6067 -0.3286 -0.0383 -0.201 0.352 0.466 0.063
C 3.0462 0.2700 -0.4530 -1.962 -0.307 0.711 -0.051
O 3.2974 1.4259 -0.4054 0.117 0.371 -0.062 -0.406
N 1.2097 -1.1702 -1.1137 0.363 -0.365 -0.509 -0.403
C 0.0311 -1.2718 -1.4948 0.054 -0.138 -0.116 -0.154
N -1.0988 -0.6286 -0.8920 -0.411 -0.083 0.190 -0.157
H -2.9300 0.6134 0.4170 0.043 0.040 0.086 0.230
H -1.8370 1.5214 1.3957 0.097 -0.050 -0.021 0.250
H 0.5725 0.9304 1.4431 -0.066 0.056 -0.043 0.475
H 0.6342 1.6064 -0.1787 -0.141 0.030 0.051 0.389
H 1.8508 -0.9903 0.8053 -0.043 0.056 -0.047 0.308
H 3.7247 -0.5371 -0.7430 0.256 -0.082 -0.179 0.380
H -0.2146 -1.9058 -2.3328 -0.256 -0.061 -0.100 0.388
H -2.0160 -0.8969 -1.2320 0.104 0.030 0.067 0.245